Below is C22H45O14Zn as an isolated structure in a non-equilibrium geometry, with properties calculated with ωB97M-V/def2-TZVPD.

Structure (ORCA input):
```
! RIJCOSX wB97M-V def2-TZVPD def2/J DEFGRID3
* xyz 0 2
Zn -6.14811 14.57070 -22.51907
C -3.69152 14.74238 -20.08728
O -4.81626 14.85980 -20.95499
H -3.11071 13.82828 -20.21053
H -3.03898 15.54689 -20.42645
H -3.78814 14.94518 -19.02069
C -7.30751 15.16811 -18.28422
O -8.30761 15.83935 -19.02531
C -8.47893 15.78755 -20.37979
O -7.76173 15.12036 -21.10921
O -9.39227 16.68536 -20.73464
C -9.81902 16.69588 -22.07793
H -6.30597 15.41293 -18.63790
H -7.53280 14.11424 -18.44769
H -7.39738 15.54063 -17.26380
H -9.10386 16.94630 -22.86147
H -10.39212 17.62195 -22.12320
H -10.39797 15.82227 -22.37747
C -5.10749 11.11571 -20.07817
O -6.46490 11.06558 -20.19941
C -7.03930 11.68803 -21.25134
O -6.54873 12.49333 -22.02737
O -8.28795 11.28798 -21.19164
C -9.17518 11.77698 -22.12126
H -4.91928 11.89775 -19.34260
H -4.67125 11.60895 -20.94681
H -4.66928 10.22070 -19.63655
H -9.43381 12.81912 -21.93370
H -10.08902 11.19277 -22.01314
H -8.89147 11.47252 -23.12869
C -5.13757 14.06806 -26.55372
O -4.13940 13.34704 -25.89773
C -3.97668 13.42849 -24.62907
O -4.77475 13.95342 -23.84367
O -2.72985 12.77066 -24.26360
C -2.19098 12.79551 -22.93331
H -5.16758 13.83322 -27.61770
H -4.76205 15.05691 -26.81689
H -6.11076 13.92503 -26.08410
H -2.01547 13.81861 -22.60081
H -1.27758 12.22236 -22.77423
H -2.92516 12.49469 -22.18591
C -0.63500 10.64249 -16.89993
C -1.75029 11.72115 -17.20308
O -2.89255 11.42470 -16.98604
C -1.35291 13.05944 -17.77732
H -0.63085 9.82156 -17.61698
H -0.82715 10.23593 -15.90700
H 0.36906 11.06380 -16.85031
H -1.34206 12.85180 -18.84731
H -0.45631 13.37640 -17.24465
H -2.17033 13.75867 -17.60125
C -0.00345 16.97159 -19.85116
C 1.25259 16.11597 -20.25293
O 2.40738 16.51085 -20.13720
C 1.10474 14.63706 -20.60242
H -0.02956 17.95961 -20.31075
H -0.06822 17.26717 -18.80401
H -0.84200 16.40283 -20.25296
H 2.07259 14.21103 -20.86679
H 0.35079 14.65104 -21.38948
H 0.80712 14.00222 -19.76786
C -4.25251 14.50480 -15.75709
C -2.96079 14.60801 -15.02540
O -2.12268 15.47331 -15.13908
C -2.88676 13.67316 -13.84967
H -4.38690 13.48825 -16.12679
H -4.28628 15.28959 -16.51277
H -5.03647 14.64966 -15.01377
H -3.81706 13.63577 -13.28289
H -2.12420 14.00133 -13.14334
H -2.64511 12.68850 -14.24986
C -2.46913 18.56101 -23.03636
C -2.54315 17.60152 -24.16901
O -3.30206 17.78279 -25.17745
C -1.75568 16.28126 -24.06866
H -2.58489 19.57850 -23.40975
H -1.46579 18.46569 -22.62125
H -3.25369 18.21917 -22.36129
H -2.23823 15.69681 -23.28530
H -0.71615 16.51047 -23.83426
H -1.78130 15.75733 -25.02414
*
```

- ⟨S²⟩ = 0.75
- orbital gap (alpha / beta) (eV) = 5.44 / 7.79

Below is a 3-piece molecular cluster, C22H46BClN3O overall in a non-equilibrium geometry, with properties calculated with ωB97M-V/def2-TZVPD.

Structure (ORCA input):
```
! RIJCOSX wB97M-V def2-TZVPD def2/J DEFGRID3
* xyz 1 1
C -5.25718 -4.24572 0.03316
B -6.01076 -2.81725 -0.06003
O -7.26147 -2.73927 -0.65986
N -5.31317 -1.58866 0.56481
C -6.20412 -1.12647 1.67917
C -5.45675 -0.75882 3.01904
C -4.01093 -0.16498 2.84713
Cl -5.38799 -2.22067 4.10219
C -5.01445 -0.58041 -0.48072
C -4.47606 -0.98406 -1.79227
C -4.18183 0.00342 -2.84490
C -4.39393 1.44283 -2.64645
C -4.88674 1.85447 -1.33042
C -5.18520 0.87624 -0.30091
H -5.94620 -5.10308 -0.16047
H -4.32625 -4.26142 -0.59886
H -4.91964 -4.32985 1.11555
H -7.72856 -3.56316 -0.40844
H -4.39876 -1.95324 0.88851
H -6.88286 -1.99607 1.93165
H -6.90947 -0.30216 1.38423
H -6.08547 0.02843 3.52357
H -3.91067 0.62274 2.06072
H -3.75490 0.33856 3.82541
H -3.24256 -0.98305 2.73500
H -4.25913 -2.04529 -2.06785
H -3.78432 -0.30030 -3.84812
H -4.18327 2.22602 -3.40626
H -5.07919 2.92772 -1.07169
H -5.55729 1.23697 0.68648
C 0.56192 4.55825 0.64194
C -0.36161 3.35298 0.52841
N -0.23186 2.63163 -0.72941
C -1.29221 1.66021 -0.94797
C -1.37996 0.47422 0.01704
C 1.10954 2.17697 -1.07419
C 1.82179 1.24583 -0.09030
H 0.41890 5.24512 -0.19485
H 0.34543 5.10333 1.56317
H 1.61330 4.26667 0.67817
H -1.38824 3.72644 0.61131
H -0.19490 2.69684 1.39453
H -1.22956 1.27669 -1.97115
H -2.24852 2.19303 -0.90862
H -0.60542 -0.26649 -0.18134
H -2.34162 -0.03215 -0.11260
H -1.31252 0.78021 1.06331
H 1.74082 3.05812 -1.22257
H 1.08650 1.69881 -2.05848
H 1.71652 1.57067 0.94643
H 2.89106 1.22440 -0.31577
H 1.46165 0.21990 -0.17145
C 5.35269 0.02281 -2.04682
C 6.14636 0.21725 -0.76175
N 6.19118 -0.96641 0.08315
C 6.70822 -0.70183 1.42014
C 8.16453 -0.24772 1.54423
C 6.68442 -2.18485 -0.54492
C 8.09261 -2.15919 -1.14429
H 4.33675 -0.32003 -1.83552
H 5.28065 0.97168 -2.58358
H 5.82947 -0.69321 -2.71916
H 5.66120 1.02526 -0.20383
H 7.15314 0.57402 -1.01873
H 6.56096 -1.58644 2.04684
H 6.07757 0.07089 1.87630
H 8.85938 -1.07385 1.39551
H 8.34372 0.13688 2.55173
H 8.41506 0.55091 0.84390
H 5.98494 -2.46728 -1.33831
H 6.62099 -3.01017 0.17100
H 8.28608 -1.25320 -1.72127
H 8.21696 -3.00771 -1.82220
H 8.86123 -2.25291 -0.37741
*
```

- orbital gap (eV) = 6.40